This record from the Open Molecules 2025 dataset describes an isolated molecule of C6H15N. The level of theory is ωB97M-V with the def2-TZVPD basis set.

```
22
Properties=species:S:1:pos:R:3:forces:R:3:nbo_charge:R:1
C 0.318 -0.922 2.343 0.3 0.8 0.6 -0.6069
C 1.086 -0.062 1.343 -0.1 -0.3 -0.5 -0.2060
N 0.350 0.050 0.086 -0.2 0.1 -0.1 -0.4653
C -0.496 1.261 -0.038 0.7 -1.5 0.2 -0.2254
C -1.951 0.904 -0.340 -0.4 0.1 0.9 -0.6330
C 1.081 -0.333 -1.111 0.0 0.0 0.7 -0.2040
C 0.154 -0.691 -2.247 -0.1 -0.6 -0.4 -0.6162
H -0.556 -0.355 2.671 -0.3 -0.3 -0.1 0.1991
H 0.902 -1.106 3.252 0.1 0.0 -0.1 0.2012
H 0.047 -1.880 1.918 -0.2 0.0 -0.2 0.2117
H 1.291 0.944 1.725 0.1 -0.1 0.3 0.1723
H 2.047 -0.539 1.149 0.1 0.1 -0.1 0.1868
H -0.018 1.904 -0.783 -0.3 0.4 0.0 0.1815
H -0.433 1.711 0.943 -0.1 0.6 0.1 0.1925
H -2.295 1.198 -1.322 0.0 -0.2 -0.3 0.2070
H -2.618 1.360 0.392 0.0 0.5 -0.1 0.2063
H -2.133 -0.148 -0.116 0.3 -0.1 -0.6 0.2263
H 1.652 -1.217 -0.824 0.0 -0.1 -0.2 0.1920
H 1.839 0.413 -1.412 -0.2 0.2 -0.1 0.1550
H -0.518 0.108 -2.563 0.3 0.1 0.0 0.2052
H -0.480 -1.534 -1.966 -0.1 0.1 0.2 0.2098
H 0.732 -1.065 -3.099 0.0 0.4 -0.1 0.2101
```
Positions in Å, forces in eV/Å.

Output
orbital gap	9.23	eV
E_HOMO	-8.0	eV
structure (SMILES)	CCN(CC)CC
net charge	0

=====

This record from the Open Molecules 2025 dataset describes an isolated molecule of C6H15N. The level of theory is ωB97M-V with the def2-TZVPD basis set.

```
22
Properties=species:S:1:pos:R:3:forces:R:3:nbo_charge:R:1
C 3.028 0.605 0.270 2.7 -0.5 0.6 -0.6069
C 1.940 1.508 -0.121 0.4 1.9 -2.2 -0.4030
C 0.949 0.823 -1.078 0.8 0.9 2.3 -0.2013
N -0.019 0.269 -0.248 0.1 -0.9 2.2 -0.6438
C -1.326 -0.043 -0.548 -2.9 2.4 -3.0 -0.1653
C -2.197 -0.496 0.612 -0.5 -2.0 -0.4 -0.4103
C -2.491 -2.079 0.702 -0.4 1.1 0.4 -0.6197
H 3.411 0.836 1.270 0.1 0.1 -0.1 0.2072
H 2.582 -0.339 0.362 -0.3 -1.8 0.3 0.1915
H 3.956 0.442 -0.377 -1.5 0.6 0.4 0.2084
H 1.421 1.876 0.735 -0.7 -0.1 0.7 0.2130
H 2.333 2.444 -0.546 0.1 -0.3 -0.3 0.1982
H 0.485 1.501 -1.675 -1.5 2.5 -1.7 0.1869
H 1.429 0.212 -1.773 1.2 -1.8 -1.0 0.1585
H 0.334 -0.241 0.528 0.4 -0.4 0.5 0.3561
H -1.888 1.003 -0.951 1.4 -2.3 0.7 0.1370
H -1.384 -0.715 -1.442 -0.4 0.1 0.6 0.1557
H -3.150 0.035 0.532 0.1 -0.2 0.1 0.2112
H -1.746 -0.216 1.555 0.1 0.3 0.2 0.2046
H -3.572 -2.225 1.005 1.4 -0.1 0.0 0.2121
H -1.759 -2.529 1.384 -0.6 0.1 0.4 0.2026
H -2.334 -2.673 -0.193 -0.1 0.5 -0.6 0.2071
```
Positions in Å, forces in eV/Å.

Output
orbital gap	9.09	eV
E_HOMO	-7.9	eV
structure (SMILES)	CCCNCCC
net charge	0

=====

This record from the Open Molecules 2025 dataset describes a structure of composition C6H15N. The level of theory is ωB97M-V with the def2-TZVPD basis set.

```
22
Properties=species:S:1:pos:R:3:forces:R:3:nbo_charge:R:1
C 4.206 0.683 -0.708 -5.4 -1.6 -3.2 -0.8389
N 0.975 0.653 0.219 -2.5 -3.2 -1.0 -0.6368
C -0.084 -0.247 0.294 1.8 3.8 1.6 0.2663
C -1.375 0.211 -0.349 -0.1 -0.3 -2.8 -0.3046
C -2.257 -0.999 -0.719 0.5 0.3 -2.7 -0.6205
C -2.176 1.259 0.363 3.6 1.4 3.6 -0.5812
C 0.085 -1.448 1.176 1.1 -0.6 0.5 -0.7189
H 3.957 1.692 -0.999 -0.6 0.3 0.1 0.2102
H 4.976 0.748 -0.111 4.3 -0.2 3.1 0.1945
H 3.312 0.140 -0.211 1.5 1.3 -0.6 0.2312
H 4.380 0.149 -1.664 0.4 0.2 0.7 0.1980
H 0.754 -0.069 -0.732 0.9 1.2 0.1 0.3696
H -0.984 0.750 -1.321 -0.9 -1.2 1.5 0.2256
H -3.298 -0.793 -1.080 1.0 0.2 0.5 0.2182
H -1.711 -1.417 -1.601 -0.7 -0.1 0.4 0.2063
H -2.271 -1.807 -0.034 -0.2 -0.4 1.1 0.2105
H -1.973 1.152 1.521 -0.6 0.4 -2.0 0.1995
H -3.169 1.089 0.220 -2.8 -0.2 -0.5 0.2080
H -1.880 2.304 0.082 -0.3 -1.0 0.3 0.2288
H -0.221 -1.359 2.280 0.2 0.0 -1.9 0.2586
H -0.277 -2.347 0.677 -0.6 -0.1 0.4 0.2228
H 1.185 -1.561 1.093 -0.5 -0.1 0.8 0.2528
```
Positions in Å, forces in eV/Å.

Output
orbital gap	8.68	eV
E_HOMO	-8.1	eV
net charge	0

=====

This record from the Open Molecules 2025 dataset describes a cluster of 2 separate species, C6H15N2 in total. The level of theory is ωB97M-V with the def2-TZVPD basis set.

```
23
Properties=species:S:1:pos:R:3:forces:R:3:nbo_charge:R:1
C 3.151 0.257 0.132 -0.5 -1.6 0.7 -0.1987
C 2.039 -0.400 1.061 2.1 -0.2 1.4 -0.4752
C 0.815 -0.613 0.325 -2.2 -0.3 -1.4 -0.1157
C -0.263 0.277 0.179 -0.8 0.7 1.1 -0.0205
N -1.235 0.246 -0.702 -0.4 0.7 0.6 -0.3830
C -2.311 1.265 -0.467 0.4 2.2 -1.5 -0.2376
C -3.688 0.624 -0.693 0.1 1.4 -0.1 -0.6191
N 2.553 1.440 -0.423 -1.2 1.6 -1.8 -0.8868
H 3.977 0.322 0.906 -0.4 0.8 -1.6 0.2050
H 3.378 -0.416 -0.706 0.6 -0.4 0.6 0.1670
H 2.093 0.274 1.947 -1.2 0.0 -0.7 0.2252
H 2.413 -1.342 1.542 -0.1 0.4 -0.9 0.2202
H 0.626 -1.473 -0.326 0.9 -0.1 0.2 0.2062
H -0.405 1.006 0.975 0.5 0.4 0.2 0.1527
H -0.469 -5.011 0.896 0.4 0.1 0.2 -0.0028
H -2.259 1.848 0.563 0.2 -1.2 -2.0 0.1783
H -2.218 2.128 -1.409 0.0 -2.3 2.8 0.1897
H -3.604 0.126 -1.630 -0.2 -0.7 -0.8 0.2163
H -4.513 1.375 -0.805 0.8 -0.5 0.4 0.2087
H -3.926 -0.088 0.070 -0.2 -0.4 0.5 0.2046
H -1.078 -5.172 0.528 -0.4 -0.1 -0.2 0.0029
H 3.197 2.163 -0.848 -1.1 -1.6 0.5 0.3808
H 1.727 1.166 -1.114 2.7 0.9 1.9 0.3818
```
Positions in Å, forces in eV/Å.

Output
orbital gap (alpha / beta)	9.15 / 8.48	eV
2S+1	2
E_HOMO (alpha / beta)	-8.0 / -9.1	eV
net charge	0

=====

This record from the Open Molecules 2025 dataset describes the ion C6H15N2 with charge +1. The level of theory is ωB97M-V with the def2-TZVPD basis set.

```
23
Properties=species:S:1:pos:R:3:forces:R:3:nbo_charge:R:1
C 1.210 -1.810 -0.251 -0.6 1.4 1.3 -0.6198
C -0.183 -1.155 -0.155 0.0 -1.4 -0.3 -0.1926
C -1.106 -1.556 0.728 -0.6 0.2 1.1 0.0397
N -0.850 -2.270 1.871 0.3 0.1 -0.4 -0.8101
C -0.489 -0.164 -1.230 0.2 1.0 0.6 -0.3991
C -1.041 1.248 -0.652 0.6 -1.8 -1.5 -0.4408
C 0.119 2.231 -0.664 -0.5 -0.4 -1.5 -0.2340
N 0.940 2.127 0.576 1.6 0.2 -0.5 -0.6701
H 1.437 -2.597 0.459 -0.3 -0.2 0.2 0.2186
H 1.917 -1.003 0.012 0.4 -0.4 -0.6 0.1707
H 1.393 -2.222 -1.224 0.2 0.1 -0.7 0.2336
H -2.176 -1.284 0.761 0.7 0.4 -0.7 0.1981
H -1.625 -2.618 2.398 0.2 -0.3 0.2 0.4032
H 0.095 -2.563 2.040 -0.2 -0.4 0.3 0.3879
H -1.111 -0.502 -2.071 -0.1 -0.1 0.5 0.2328
H 0.486 0.027 -1.690 -0.1 0.2 -0.2 0.1898
H -1.483 1.107 0.324 -0.2 0.1 0.2 0.2237
H -1.811 1.438 -1.395 -0.1 1.1 0.3 0.2560
H 0.719 1.911 -1.525 0.4 0.3 0.5 0.2317
H -0.059 3.286 -0.861 -0.4 0.1 0.5 0.2360
H 0.496 2.604 1.359 0.0 -0.3 0.2 0.4488
H 1.840 2.579 0.378 -0.2 0.5 0.3 0.4415
H 1.281 1.186 0.813 -1.0 -0.2 0.1 0.4545
```
Positions in Å, forces in eV/Å.

Output
orbital gap	7.25	eV
E_HOMO	-10.8	eV
structure (SMILES)	C/C(=C\N)CCC[NH3+]
net charge	+1

=====

This record from the Open Molecules 2025 dataset describes a cluster of 2 separate species, C6H15N2 in total. The level of theory is ωB97M-V with the def2-TZVPD basis set.

```
23
Properties=species:S:1:pos:R:3:forces:R:3:nbo_charge:R:1
C -0.854 0.512 -2.888 1.4 0.1 0.7 -0.1470
C -1.729 0.238 -1.570 -1.1 -0.1 0.5 -0.5399
C -1.007 0.612 -0.364 0.3 1.1 -1.0 0.2863
C -0.155 -0.295 0.296 -0.5 -1.9 0.5 -0.1071
N 0.862 -0.044 1.048 -0.7 0.1 -0.6 -0.1199
C 1.557 -1.192 1.587 0.5 0.4 1.3 -0.2870
C 2.068 -0.759 2.984 0.3 0.4 -0.6 -0.6024
N 0.346 -0.272 -2.845 -1.1 -0.4 -0.4 -0.8367
H -1.432 0.256 -3.770 -0.2 0.0 0.1 0.2417
H -0.631 1.582 -2.882 -0.4 0.1 -0.1 0.1911
H -2.070 -0.796 -1.536 0.5 -0.2 -0.2 0.2669
H -2.642 0.831 -1.676 0.2 0.3 0.0 0.2757
H -1.093 1.647 -0.036 0.3 0.0 0.1 0.2410
H -0.475 -1.335 0.134 0.3 0.0 -0.1 0.1956
H -2.279 2.764 2.668 0.0 0.1 0.1 0.0526
H 1.002 -2.131 1.637 -0.3 0.1 -0.5 0.2096
H 2.445 -1.292 0.956 0.0 -0.2 -0.1 0.2591
H 2.590 0.170 2.754 0.0 0.2 0.6 0.2258
H 2.791 -1.425 3.450 -0.1 -0.3 -0.3 0.2410
H 1.261 -0.586 3.690 -0.1 0.1 -0.1 0.2235
H -2.257 2.280 2.113 0.0 -0.1 -0.1 -0.0522
H 0.784 -0.510 -3.717 0.1 0.0 0.1 0.4097
H 0.918 -0.253 -2.033 0.5 0.3 0.1 0.3726
```
Positions in Å, forces in eV/Å.

Output
orbital gap	6.04	eV
E_HOMO	-13.3	eV
net charge	+1

=====

Record-wise calculated total energy values, in Ha: -292.33124, -292.28948, -292.17240, -346.96052, -346.83552, -346.72183
Record-wise energy relative to the best compared isomer or geometry (same formula, charge and spin) values, in kcal/mol: 23.7, 49.9, 123.4, 58.9, 48.3, 119.7